{"formula": "C4H8N3", "method": "ωB97M-V/def2-TZVPD", "species": ["C", "C", "N", "N", "C", "C", "N", "H", "H", "H", "H", "H", "H", "H", "H"], "positions_angstrom": [[-3.428, 0.384, -0.259], [-2.226, 0.069, 0.358], [-1.056, -0.172, -0.410], [0.041, -0.517, 0.004], [1.315, -0.536, -0.104], [1.985, 1.148, -0.179], [2.153, -1.547, 0.127], [-4.341, 0.438, 0.286], [-3.466, 0.570, -1.251], [-2.044, -0.067, 1.435], [1.198, 1.728, -0.742], [2.998, 0.906, -0.601], [1.894, 1.530, 0.854], [3.093, -1.512, -0.143], [1.884, -2.422, 0.624]], "homo_lumo_gap_ha": 0.2975, "de_lowest_ev": 5.428, "total_charge": 1, "lumo_energy_ev": -5.5723, "total_energy_ev": -8737.35358, "smiles": "C=C/N=N/C(C)=[NH2+]"}